[1]
Computed, not measured: 2 unconnected molecules or ions with the total composition C4H4F2 at a distorted geometry, with the ωB97M-V functional and the def2-TZVPD basis.

The geometry in XYZ format:
```
10
Properties=species:S:1:pos:R:3:forces:R:3
C -0.6700 -1.4100 -0.4504 0.65 -0.28 1.17
C -0.1254 -1.4474 0.7411 -0.45 -0.27 -1.18
C 0.5726 -0.6341 -0.2694 -1.55 1.80 0.66
C 0.1300 1.8861 -0.0134 0.59 -2.40 -0.36
F -1.6279 -1.7905 -1.2618 0.32 0.31 0.08
F -0.1416 -1.9014 1.9733 0.14 0.36 -0.31
H 1.5389 -0.7667 -0.7176 0.39 -0.04 -0.17
H 0.7994 2.2269 -0.7731 0.22 0.31 -0.24
H 0.4397 1.9614 1.0056 0.08 0.16 0.41
H -0.9157 1.8756 -0.2343 -0.40 0.05 -0.05
```
Positions in Å, forces in eV/Å.

The largest force on an atom comes out at 2.5 eV Å⁻¹. The value obtained for the LUMO energy (alpha / beta) is 0.7 / 0.7 eV. The calculation puts the highest occupied orbital energy (alpha / beta) at -7.41 / -7.88 eV. The HOMO-LUMO gap (alpha / beta) comes out at 0.2964 / 0.3137 Eh. As for the total charge: 0. Its total energy is -354.29850 hartree. As for the energy above the lowest of the compared OMol25 structures with the same formula, charge and spin: 530.6 kJ/mol.

These are the natural (NBO) partial charges, in e, on atoms 1 to 6: 0.325 0.321 -0.220 -0.628 -0.266 -0.267

[2]
Computed, not measured: 6 unconnected molecules or ions with the total composition C15H46NO15PS5Si, with the ωB97M-V functional and the def2-TZVPD basis.

The geometry in XYZ format:
```
84
Properties=species:S:1:pos:R:3:forces:R:3
C 3.9131 -0.0066 3.2503 0.01 0.01 0.01
C 3.4250 1.2198 2.5174 -0.03 0.03 -0.01
O 4.4998 1.8817 1.7731 -0.01 -0.02 0.03
S 4.9469 1.2339 0.4089 -0.01 -0.04 -0.03
C 5.7831 2.6048 -0.2931 -0.05 -0.10 0.02
O 3.7793 0.9408 -0.3799 -0.02 0.02 -0.04
O 5.8796 0.1735 0.6400 0.04 -0.01 0.02
H 4.2061 -0.7938 2.5581 0.00 0.00 -0.01
H 3.1010 -0.3809 3.8747 0.00 -0.01 0.00
H 4.7644 0.2331 3.8872 -0.01 0.00 0.01
H 2.6173 0.9860 1.8268 0.02 0.00 0.01
H 3.0905 1.9943 3.2036 0.01 0.00 0.01
H 5.0818 3.4221 -0.4324 0.00 0.00 0.00
H 6.1322 2.2383 -1.2554 0.14 0.22 -0.05
H 6.6184 2.8919 0.3389 0.00 -0.03 0.01
C -2.6075 -0.3878 1.9072 0.02 0.05 0.00
C -2.6118 0.1649 0.5013 -0.09 -0.04 -0.02
O -1.5274 1.1175 0.2771 -0.01 0.01 0.04
S -0.0899 0.5291 -0.0131 0.01 -0.02 0.00
C 0.6456 1.9895 -0.6503 0.02 0.02 -0.01
O -0.1861 -0.4688 -1.0360 0.00 -0.02 -0.04
O 0.5484 0.1827 1.2236 0.00 0.01 0.04
H -1.7379 -1.0181 2.0861 0.00 0.00 0.00
H -3.5072 -0.9881 2.0395 0.00 -0.01 0.01
H -2.6070 0.4197 2.6398 -0.01 0.00 0.01
H -2.5433 -0.6222 -0.2463 0.03 0.01 0.00
H -3.5084 0.7481 0.3034 0.00 0.01 -0.01
H 0.1417 2.2586 -1.5744 0.00 0.00 0.00
H 1.6954 1.7531 -0.8197 -0.01 -0.01 0.00
H 0.5476 2.7744 0.0958 0.00 0.00 0.00
C -7.4642 -1.6672 1.9151 -0.03 0.05 0.02
C -7.0399 -2.9667 1.2755 0.06 -0.05 0.03
O -6.9625 -2.8666 -0.1773 -0.04 0.02 0.02
S -5.8074 -1.9678 -0.7761 0.02 0.02 0.00
C -5.7130 -2.7111 -2.3647 0.02 0.01 -0.02
O -4.6012 -2.2170 -0.0413 0.04 -0.05 0.02
O -6.2547 -0.6154 -0.9103 -0.03 0.01 -0.04
H -6.7029 -0.8983 1.7906 0.00 0.01 0.03
H -7.6165 -1.8216 2.9838 0.02 0.00 0.01
H -8.3935 -1.3040 1.4767 -0.01 -0.02 0.00
H -6.0692 -3.3010 1.6407 0.01 0.01 -0.01
H -7.7649 -3.7614 1.4333 -0.03 0.03 -0.02
H -5.3917 -3.7421 -2.2493 0.00 0.00 0.00
H -4.9793 -2.1373 -2.9268 0.00 0.00 0.00
H -6.6903 -2.6467 -2.8354 0.00 0.00 0.00
C 5.3604 -4.6028 -4.0585 0.01 -0.01 0.02
C 6.0941 -3.6022 -3.1978 0.01 0.04 0.04
O 7.4253 -3.3051 -3.7165 -0.03 -0.05 -0.01
S 7.5284 -2.3656 -4.9815 -0.04 0.01 0.02
C 9.1659 -1.7849 -4.7206 0.01 0.02 -0.02
O 6.5944 -1.2857 -4.8274 -0.05 0.03 0.01
O 7.4827 -3.1384 -6.1822 0.04 -0.05 0.00
H 5.1251 -4.1912 -5.0388 0.00 0.01 0.00
H 4.4276 -4.8743 -3.5624 -0.01 0.00 -0.02
H 5.9572 -5.5040 -4.1952 0.00 0.00 0.00
H 5.5518 -2.6623 -3.1030 0.00 0.00 0.00
H 6.2960 -3.9902 -2.2027 0.01 -0.02 -0.01
H 9.1949 -1.2222 -3.7918 0.00 0.00 0.00
H 9.4056 -1.1484 -5.5698 0.01 0.00 0.00
H 9.8330 -2.6420 -4.6875 0.00 0.00 0.00
C -6.1244 2.6563 2.5625 -0.03 -0.03 0.02
C -6.5399 3.5903 3.6767 0.01 0.04 0.02
O -7.3900 2.9314 4.6612 -0.01 0.00 -0.07
S -6.6805 1.9808 5.7101 0.05 0.00 -0.04
C -8.0208 1.8344 6.8374 0.00 0.00 0.01
O -5.5947 2.6864 6.3208 0.02 0.03 0.02
O -6.4232 0.7073 5.1101 -0.04 -0.09 0.00
H -5.4541 1.8785 2.9239 0.01 0.00 0.00
H -5.6099 3.2267 1.7882 0.00 0.01 0.00
H -6.9977 2.1792 2.1180 0.01 0.01 -0.02
H -5.6848 4.0178 4.2003 0.00 -0.01 0.00
H -7.1657 4.4011 3.3115 0.00 -0.01 -0.01
H -8.2281 2.8112 7.2644 0.00 0.00 0.00
H -7.6966 1.1365 7.6063 0.00 0.00 0.00
H -8.8812 1.4413 6.3031 0.00 0.00 0.00
N 6.3317 3.2504 -3.7833 -0.04 -0.06 0.08
P 5.9119 1.7448 -3.9987 0.00 0.25 0.05
Si 3.6773 1.3818 -3.9392 0.01 -0.12 -0.02
H 5.5477 3.8845 -3.6921 0.05 0.02 -0.02
H 6.4755 0.8542 -3.0573 0.00 -0.08 -0.04
H 6.3981 1.1520 -5.1746 -0.03 -0.06 -0.03
H 3.2932 -0.0197 -3.6901 0.03 0.01 -0.02
H 3.1980 2.2710 -2.8648 -0.02 0.02 -0.02
H 3.1763 1.8541 -5.2456 -0.03 -0.01 0.00
```
Positions in Å, forces in eV/Å.

The largest force on an atom comes out at 0.3 eV Å⁻¹. The value obtained for the LUMO energy is 0.5 eV. The calculation puts the highest occupied orbital energy at -8.59 eV. The HOMO-LUMO gap comes out at 0.3336 Eh. As for the total charge: 0. Its total energy is -4404.14510 hartree. As for the energy above the lowest of the compared OMol25 structures with the same formula, charge and spin: 0.0 kJ/mol.

These are the Löwdin partial charges, in e, on atoms 1 to 6: -0.064 -0.226 -0.260 0.544 -0.121 -0.320